Record 1
ORCA calculation (ωB97M-V/def2-TZVPD) on one molecule with the formula C5H9NO at a distorted geometry.

HOMO-LUMO gap	9.1	eV
HOMO energy	-0.298	hartree
charge	0
SMILES	C1NC[C@H]2C[C@@H]1O2
energy relative to the best compared isomer or geometry (same formula, charge and spin)	538.7	kJ/mol
E_LUMO	1.0	eV

The geometry in XYZ format:
```
16
C5H9NO (ωB97M-V/def2-TZVPD)
C -1.1524 -1.1122 0.1164
N -1.4500 0.3250 -0.3035
C -0.6090 1.2842 0.2375
C 0.9025 0.8593 -0.2414
C 1.2414 -0.2824 0.6490
C 0.3290 -1.1261 -0.3922
O 0.5021 -0.0566 -1.3090
H -0.9795 -0.9612 1.3620
H -1.8340 -1.8810 -0.3365
H -1.2024 0.5213 -1.4429
H -0.7449 2.3216 -0.2674
H -0.7086 1.2158 1.2710
H 1.3685 1.6957 -0.8676
H 1.0903 -0.1383 1.7387
H 2.3795 -0.5425 0.3525
H 0.8676 -2.1226 -0.5663
```

***

Record 2
ORCA calculation (ωB97M-V/def2-TZVPD) on C35H63BrN3O25PS as an isolated structure at a distorted geometry.

HOMO-LUMO gap	7.4	eV
HOMO energy	-0.330	hartree
charge	0
E_LUMO	-1.5	eV

The geometry in XYZ format:
```
129
C35H63BrN3O25PS (ωB97M-V/def2-TZVPD)
C 6.7208 -0.0133 0.8225
C 5.1589 -0.3954 0.6733
C 4.9414 -0.7877 -0.8437
C 3.4369 -0.7516 -1.3527
C 2.5372 0.3824 -0.7584
C 1.1402 0.0773 -0.1874
C 0.5159 -1.3705 -0.1619
N 0.2186 -1.7994 1.2467
C 0.2741 1.1341 0.3624
C 0.6638 2.5764 0.4294
N -0.0490 3.6646 0.9360
S 1.0368 4.9024 0.6138
N 2.3727 4.2409 -0.1260
C 2.0278 2.8827 -0.1591
C 2.9344 1.8101 -0.7271
P 4.5869 2.4113 -1.4074
O 4.3591 3.6394 -2.5379
Br 5.5252 3.4506 0.4090
H 7.2816 -0.1445 -0.1482
H 6.8470 1.0477 1.1930
H 7.2439 -0.6621 1.5861
H 5.0179 -1.2987 1.3272
H 4.5982 0.5125 1.0116
H 5.2974 -1.8561 -0.9862
H 5.6173 -0.1613 -1.4939
H 2.9953 -1.7630 -1.1135
H 3.4128 -0.6662 -2.4840
H 1.1014 -2.1281 -0.7412
H -0.4947 -1.2701 -0.6660
H 0.4619 -1.0259 1.8817
H -0.8059 -1.8515 1.3320
H -0.7315 0.8499 0.7839
H 3.8876 4.3860 -2.1098
C -0.7481 -4.8231 2.0940
O 0.0123 -5.9302 2.5830
C 0.1999 -5.9229 3.9060
O -0.2104 -5.0864 4.6729
O 0.9208 -7.0057 4.2277
C 1.2034 -7.1381 5.6220
H -0.8383 -4.9305 1.0134
H -1.7513 -4.8251 2.5251
H -0.2394 -3.8841 2.3051
H 0.2798 -7.2329 6.1950
H 1.7924 -6.2936 5.9789
H 1.7879 -8.0470 5.7546
C -1.9424 -6.8046 -1.5929
O -2.4169 -5.4628 -1.7133
C -3.7223 -5.3629 -1.9914
O -4.4871 -6.2821 -2.1388
O -4.0305 -4.0638 -2.0746
C -5.4046 -3.8055 -2.3693
H -0.8779 -6.7616 -1.3669
H -2.4483 -7.3192 -0.7748
H -2.0759 -7.3458 -2.5305
H -6.0482 -4.2027 -1.5839
H -5.6756 -4.2255 -3.3390
H -5.5384 -2.7258 -2.4111
C 1.1422 -2.0481 10.3498
O 1.0843 -1.7913 8.9479
C 1.4766 -2.8204 8.1844
O 1.8553 -3.8927 8.5834
O 1.3742 -2.4498 6.9047
C 1.7635 -3.4596 5.9712
H 0.8037 -1.1497 10.8639
H 0.4795 -2.8720 10.6182
H 2.1661 -2.2607 10.6605
H 1.1292 -4.3332 6.0666
H 2.8140 -3.7262 6.1099
H 1.6401 -3.0513 4.9694
C 7.1187 3.0324 -4.5539
O 7.1164 2.2897 -5.7743
C 7.2369 0.9680 -5.6118
O 7.3413 0.3896 -4.5601
O 7.2208 0.3976 -6.8243
C 7.3419 -1.0234 -6.8036
H 7.0162 4.0869 -4.8053
H 6.2753 2.7439 -3.9257
H 8.0610 2.8951 -4.0212
H 6.5068 -1.4734 -6.2648
H 8.2924 -1.3225 -6.3596
H 7.3166 -1.3716 -7.8351
C 2.6909 10.4194 -3.2756
O 2.3560 10.1724 -1.9098
C 2.9090 9.0653 -1.4010
O 3.6329 8.3016 -1.9874
O 2.5161 8.9535 -0.1257
C 3.0354 7.8069 0.5456
H 2.1897 11.3363 -3.5816
H 3.7666 10.5600 -3.3897
H 2.3393 9.6059 -3.9117
H 4.1249 7.8428 0.5842
H 2.6976 6.8936 0.0613
H 2.6538 7.8173 1.5658
C -8.3093 1.3108 -1.5694
O -8.6334 1.0385 -0.2067
C -8.0777 -0.0784 0.2776
O -7.3584 -0.8315 -0.3284
O -8.4603 -0.2127 1.5526
C -7.9383 -1.3719 2.2024
H -8.8132 2.2343 -1.8500
H -7.2342 1.4522 -1.6888
H -8.6668 0.5097 -2.2178
H -6.8483 -1.3380 2.2336
H -8.2814 -2.2801 1.7047
H -8.3142 -1.3743 3.2242
C -0.3413 7.6119 -4.4966
O -1.5414 7.7619 -5.2528
C -1.5501 8.8308 -6.0588
O -0.6590 9.6317 -6.1810
O -2.7223 8.8536 -6.7048
C -2.8719 9.9494 -7.6067
H -0.4447 6.7185 -3.8825
H 0.5165 7.4790 -5.1575
H -0.1914 8.4691 -3.8378
H -2.1143 9.9094 -8.3904
H -2.8222 10.8984 -7.0711
H -3.8539 9.8638 -8.0694
C -7.1809 -6.6321 5.2530
O -6.2562 -6.5830 4.1675
C -6.8194 -6.3425 2.9766
O -7.9939 -6.1731 2.7707
O -5.8486 -6.3228 2.0555
C -6.3066 -6.0747 0.7255
H -6.6134 -6.8318 6.1608
H -7.6922 -5.6752 5.3670
H -7.9010 -7.4388 5.1094
H -6.7839 -5.0951 0.6592
H -6.9910 -6.8594 0.4009
H -5.4393 -6.0809 0.0691
```

***

Record 3
ORCA calculation (ωB97M-V/def2-TZVPD) on one molecule with the formula CHBrF2O at a distorted geometry.

HOMO-LUMO gap	9.9	eV
HOMO energy	-0.403	hartree
charge	0
SMILES	FC(F)OBr
energy relative to the best compared isomer or geometry (same formula, charge and spin)	172.4	kJ/mol
E_LUMO	-1.1	eV

The geometry in XYZ format:
```
6
CHBrF2O (ωB97M-V/def2-TZVPD)
F -0.2794 1.6240 -0.6066
C -0.6146 0.4922 -0.0646
F -1.0716 0.7744 1.1764
O -1.6368 0.0967 -0.8626
Br -2.3821 -1.4990 -0.2308
H 0.1602 -0.3215 0.1876
```

***

Record 4
ORCA calculation (ωB97M-V/def2-TZVPD) on C6H13N as an isolated structure at a distorted geometry.

HOMO-LUMO gap	7.1	eV
HOMO energy	-0.288	hartree
charge	0
energy relative to the best compared isomer or geometry (same formula, charge and spin)	708.2	kJ/mol
E_LUMO	-0.7	eV

The geometry in XYZ format:
```
20
C6H13N (ωB97M-V/def2-TZVPD)
C -2.9918 -0.1231 0.0578
C -1.7062 -0.1318 -0.8789
C -0.6735 0.8041 -0.4164
C 0.6703 0.4096 -0.3481
C 1.1610 -0.8737 -0.5799
N 2.4135 -1.4136 0.1741
C 1.7551 1.2899 0.1033
H -3.4079 0.8730 0.1263
H -3.7323 -0.8682 -0.2646
H -2.7477 -0.4023 1.0944
H -2.1253 0.0521 -1.8717
H -1.3373 -1.1689 -0.8649
H 1.2220 -1.1073 2.5035
H -0.7833 1.8883 -0.4053
H 1.4045 -0.3902 2.3664
H 2.4013 -2.4262 -0.0502
H 2.2637 -0.9333 -1.0453
H 2.5897 1.1409 -0.6771
H 2.0942 0.9903 1.0935
H 1.5300 2.3904 -0.1168
```

***

Record 5
ORCA calculation (ωB97M-V/def2-TZVPD) on a 2-piece molecular cluster, C5H10N2O overall at a distorted geometry.

HOMO-LUMO gap	9.0	eV
HOMO energy	-0.296	hartree
charge	0
energy relative to the best compared isomer or geometry (same formula, charge and spin)	640.1	kJ/mol
E_LUMO	0.9	eV

The geometry in XYZ format:
```
18
C5H10N2O (ωB97M-V/def2-TZVPD)
C -1.8453 -1.9321 0.0148
C -1.9692 -0.7965 0.3812
C 1.9402 -1.4793 -0.3386
C 1.7364 1.3880 0.4249
C -2.3429 0.6118 0.4120
N 1.1516 -0.5249 -0.7269
N 0.9046 0.6812 -0.4790
O -1.9713 1.3338 -0.7661
H -1.8058 -2.9187 -0.2867
H 1.9761 -2.4059 -0.7394
H 2.3570 -1.2753 0.5779
H 2.8065 0.8459 0.4911
H 1.9238 2.4760 0.0227
H 1.1944 1.4242 1.3435
H -2.0339 1.3376 1.3357
H -3.5469 0.6587 0.4849
H 0.5327 -0.6633 -1.5124
H -1.0080 1.2386 -0.6396
```

***

Record 6
ORCA calculation (ωB97M-V/def2-TZVPD) on a 7-piece molecular cluster, C21H28O21 overall at a distorted geometry.

HOMO-LUMO gap	10.6	eV
HOMO energy	-0.381	hartree
charge	0
SMILES	O=C1OCCO1.O=C1OCCO1.O=C1OCCO1.O=C1OCCO1.O=C1OCCO1.O=C1OCCO1.O=C1OCCO1
energy relative to the best compared isomer or geometry (same formula, charge and spin)	222.0	kJ/mol
E_LUMO	0.3	eV

The geometry in XYZ format:
```
70
C21H28O21 (ωB97M-V/def2-TZVPD)
O 5.5960 -0.3222 0.2202
C 4.7799 -0.1329 1.0754
O 4.1276 -1.0327 1.7618
C 2.9910 -0.3885 2.4969
C 3.4764 1.0376 2.4972
O 4.4115 1.1226 1.4387
H 2.1959 -0.3611 1.8278
H 2.8741 -0.9345 3.4379
H 3.9838 1.2209 3.4840
H 2.5422 1.6209 2.4374
O -3.8475 1.6881 -0.6396
C -5.0040 1.3952 -0.3999
O -6.0285 1.5709 -1.3064
C -7.0559 0.7352 -0.7693
C -6.8822 0.8916 0.7867
O -5.4684 0.8423 0.8065
H -7.9773 1.0639 -1.2474
H -6.8637 -0.3404 -1.0223
H -7.0630 -0.0911 1.3016
H -7.1855 1.7809 1.2590
O -1.2254 3.5328 -5.1645
C -2.0707 4.1300 -4.5402
O -2.3029 5.4690 -4.8452
C -3.3016 5.9326 -3.9480
C -3.9149 4.6095 -3.4829
O -2.7738 3.6573 -3.5164
H -2.8779 6.5396 -3.1072
H -4.0201 6.5933 -4.5509
H -4.4819 4.1438 -4.2224
H -4.3074 4.6097 -2.4635
O -0.1005 -5.6918 0.6526
C 0.2837 -5.5582 1.7651
O 1.0642 -6.4444 2.4429
C 1.1794 -6.0696 3.8431
C 0.5128 -4.6689 3.8760
O -0.1022 -4.5269 2.6122
H 0.6572 -6.9092 4.3304
H 2.2307 -6.0516 4.1084
H 1.2838 -3.8451 3.9141
H -0.3039 -4.5680 4.6090
O -0.4969 -1.5856 4.5083
C -1.1308 -0.9788 3.7405
O -1.3913 -1.3481 2.4483
C -2.1336 -0.2610 1.7431
C -2.1237 0.8562 2.8271
O -1.6909 0.2581 4.0113
H -1.6640 -0.2304 0.7374
H -3.1292 -0.5230 1.5160
H -3.0747 1.3404 3.0388
H -1.4326 1.6893 2.5493
O 4.3243 0.1921 -2.3598
C 4.8843 -0.8552 -2.3662
O 6.1763 -1.0966 -2.6504
C 6.5255 -2.3631 -2.3093
C 5.2741 -2.9785 -1.6842
O 4.2744 -2.0738 -2.1942
H 6.8533 -2.8878 -3.2078
H 7.3361 -2.3243 -1.5932
H 5.2792 -2.8489 -0.6115
H 5.0979 -3.9901 -2.0324
O 1.0061 1.2049 0.8517
C 1.1474 1.3124 -0.3202
O 0.2388 1.0011 -1.3182
C 0.8600 1.2491 -2.6174
C 1.9624 2.1082 -2.2221
O 2.3129 1.6751 -0.8505
H 1.0830 0.2316 -2.9467
H 0.2487 1.7275 -3.3292
H 1.5550 3.1741 -2.1847
H 2.7970 2.0745 -2.9327
```